[1]
Computed, not measured: a structure of composition C4H9N3 in a non-equilibrium geometry, with wB97M-V/def2-TZVPD.

Summary:
- Net charge: 0
- Kohn-Sham gap: 10.10 eV
- Highest occupied orbital energy: -9.45 eV
- Energy relative to the best compared isomer or geometry (same formula, charge and spin): 85.6 kcal/mol
- Electronic energy: -321.9540 a.u.

Geometry as XYZ:
```
16
Properties=species:S:1:pos:R:3:forces:R:3:mulliken_charge:R:1
C -0.11954 0.72034 -0.92439 2.3 -0.1 0.9 0.6951
N 0.49640 0.81535 -2.12977 -0.5 0.3 -0.3 -0.4082
N 0.22189 1.42614 0.11565 -1.1 0.7 -0.7 -0.5973
N -1.96252 -0.40361 0.30696 -0.2 0.1 0.2 -0.5572
C -0.87613 -0.53011 -0.64386 0.4 -0.6 1.2 -0.8358
H 0.40878 0.07013 -2.79965 -0.2 0.1 0.0 0.1958
H 0.76346 2.26164 -0.08326 0.3 -0.2 -0.1 0.1626
H 0.64463 0.49739 1.17728 0.3 -2.5 0.8 0.4107
H 1.22338 1.49363 -2.29148 -0.1 -0.1 0.1 0.1835
H -2.43250 0.48966 0.21910 0.0 0.0 0.0 0.2464
H -1.58419 -0.44983 1.24902 -0.1 0.1 -0.1 0.3397
H -1.23927 -0.97777 -1.57107 0.3 -0.3 0.1 0.2835
C 0.98905 -0.67269 1.76519 0.0 2.5 -0.5 -0.7184
C 1.56387 -1.45840 2.48026 -0.3 0.0 0.0 -0.1411
H 1.98593 -2.14560 3.16581 0.1 -0.2 0.0 0.4078
H -0.08325 -1.13627 -0.03579 -1.1 0.4 -1.7 0.3328
```
Forces are in eV/Å.

---

[2]
Computed, not measured: the molecule C4H9N3 in a non-equilibrium geometry, with wB97M-V/def2-TZVPD.

Summary:
- Net charge: 0
- Kohn-Sham gap: 8.42 eV
- Highest occupied orbital energy: -7.75 eV
- Energy relative to the best compared isomer or geometry (same formula, charge and spin): 118.2 kcal/mol
- Electronic energy: -321.9020 a.u.

Geometry as XYZ:
```
16
Properties=species:S:1:pos:R:3:forces:R:3:mulliken_charge:R:1
C 0.13169 1.85064 -0.05338 0.1 0.2 -0.6 -1.0906
C 0.31876 0.63735 0.79427 -1.1 0.5 1.7 0.6150
C 0.24985 -1.00443 -0.75060 -1.2 -1.0 0.3 -0.1713
C -0.14116 -1.06478 -2.01063 -0.1 0.6 0.3 -0.5624
N 1.11577 0.58186 1.76676 0.1 -0.2 -0.6 -0.6211
H 0.96972 -0.25065 2.35086 -0.1 0.2 -0.2 0.2331
H 1.03920 -1.61406 -0.32635 0.0 0.1 0.2 0.2614
H 1.03195 2.45787 -0.04144 0.0 0.0 0.2 0.3545
H -0.70774 2.44880 0.30810 0.1 -0.1 0.2 0.2881
H -0.06553 1.63835 -1.10371 -0.1 -0.3 0.0 0.2937
H 0.37411 -1.67624 -2.74169 0.1 0.0 0.1 0.2603
H -0.94572 -0.43650 -2.38324 -0.1 -0.2 0.0 0.2197
N -0.71903 -0.44213 0.59855 2.6 0.7 -2.3 0.4400
N -0.98235 -1.34178 1.52681 -0.4 -1.0 0.5 -1.0698
H -0.10098 -1.66487 1.93675 -0.2 0.2 -0.1 0.1570
H -1.56855 -0.11942 0.12894 0.2 0.1 0.3 0.3925
```
Forces are in eV/Å.

---

[3]
Computed, not measured: a structure of composition C4H9N3 in a non-equilibrium geometry, with wB97M-V/def2-TZVPD.

Summary:
- Net charge: 0
- Kohn-Sham gap (alpha / beta): 7.57 / 7.57 eV
- Highest occupied orbital energy (alpha / beta): -8.21 / -8.21 eV
- Energy relative to the best compared isomer or geometry (same formula, charge and spin): 123.6 kcal/mol
- Electronic energy: -321.8934 a.u.

Geometry as XYZ:
```
16
Properties=species:S:1:pos:R:3:forces:R:3:mulliken_charge:R:1
N -1.78663 1.16906 -0.07103 0.2 -0.2 0.1 -0.6040
C -1.02825 0.15290 0.57133 0.1 0.6 0.6 -0.0986
C 0.20584 0.49481 1.21479 -1.0 0.0 -0.6 -0.5156
H -2.59899 0.81938 -0.56210 0.2 0.1 -0.1 0.2337
H -1.22467 1.79059 -0.63841 -0.1 -0.1 -0.1 0.2880
H -1.67467 -0.52040 1.12567 0.1 -0.1 -0.1 0.3875
H 0.41517 0.15134 2.21874 0.1 -0.2 -0.1 0.3198
H 0.70181 1.40377 0.90012 0.0 0.0 0.0 0.2576
C 1.48876 -0.75628 0.26836 0.1 -0.5 -1.1 -0.3703
C 0.01968 -0.81024 -0.51720 1.3 -0.1 0.3 0.3961
N 2.52663 -0.35580 -0.35575 -0.3 0.1 0.4 -0.6768
N 0.11417 -0.36735 -1.74393 -0.1 0.5 0.4 -0.8557
H 2.23638 0.17383 -1.18660 -0.1 -0.1 0.0 0.3198
H -0.78565 -0.03992 -2.09595 0.0 -0.2 0.0 0.2139
H 1.63277 -1.47829 1.07523 0.0 0.1 0.1 0.4281
H -0.24234 -1.82739 -0.20325 -0.4 0.2 0.3 0.2765
```
Forces are in eV/Å.

---

[4]
Computed, not measured: a cluster of 2 separate species, C4H9N3 in total in a non-equilibrium geometry, with wB97M-V/def2-TZVPD.

Summary:
- Net charge: 0
- Kohn-Sham gap (alpha / beta): 7.70 / 7.85 eV
- Highest occupied orbital energy (alpha / beta): -7.61 / -7.52 eV
- Energy relative to the best compared isomer or geometry (same formula, charge and spin): 75.8 kcal/mol
- Electronic energy: -321.9695 a.u.

Geometry as XYZ:
```
16
Properties=species:S:1:pos:R:3:forces:R:3:mulliken_charge:R:1
C -0.45536 2.26039 1.83171 1.2 3.0 2.5 0.1814
C -1.15526 1.48336 -0.39564 -1.2 -2.1 -0.3 -1.2764
C -0.27679 -0.44900 2.74043 1.2 -0.7 -0.7 -0.5775
C -0.62417 1.19711 1.01021 -1.0 -1.4 -3.0 0.5589
N -0.24162 3.21301 2.48899 -0.5 -1.7 -1.0 -0.4908
N 1.35640 -0.70504 -1.67713 0.4 0.6 -1.5 -0.6237
N -0.48445 -0.07369 1.44239 -0.8 -0.1 2.2 -0.0782
H -1.55354 0.57778 -0.95397 1.4 0.1 0.7 0.3015
H -2.16988 1.89741 -0.41255 0.5 1.3 0.5 0.3451
H -0.42037 1.96256 -1.02828 -0.2 0.4 -0.1 0.2451
H -0.22255 -1.55561 2.88537 0.0 1.3 0.0 0.2432
H 0.22492 0.26208 3.46329 -1.0 -0.9 -1.1 0.2537
H 0.54653 -1.15895 -1.33127 -0.7 0.2 0.0 0.1904
H 1.29091 0.18749 -2.18203 -0.4 -0.9 0.8 0.2200
H 2.11557 -0.75518 -1.05139 0.7 0.1 0.7 0.2145
H -0.82598 -0.81796 0.81480 0.5 0.7 0.4 0.2928
```
Forces are in eV/Å.

---

[5]
Computed, not measured: the molecule C4H9N3 in a non-equilibrium geometry, with wB97M-V/def2-TZVPD.

Summary:
- Net charge: 0
- Kohn-Sham gap: 9.87 eV
- Highest occupied orbital energy: -9.06 eV
- Energy relative to the best compared isomer or geometry (same formula, charge and spin): 45.9 kcal/mol
- Electronic energy: -322.0172 a.u.

Geometry as XYZ:
```
16
Properties=species:S:1:pos:R:3:forces:R:3:mulliken_charge:R:1
C -0.47679 1.61743 0.83007 0.1 1.1 0.9 0.5749
C 0.52711 -1.47247 1.02325 -1.6 -0.6 -1.4 -1.3927
C -1.54102 0.65216 -1.04136 -0.3 0.1 -0.5 -0.9641
C 0.42538 -0.49871 -0.18204 -1.2 -0.4 -1.4 0.0923
N -0.51927 2.59323 1.45417 0.3 -0.1 0.1 -0.5513
N 1.70685 0.03776 -0.52176 1.1 -0.8 1.2 -0.5462
N -0.61096 0.57015 0.07587 0.1 -2.7 -1.3 -0.0651
H 0.98242 -1.00131 1.87401 0.4 0.4 0.3 0.4012
H 1.11152 -2.34955 0.68250 -0.4 0.3 0.5 0.3752
H -0.51972 -1.76664 1.34971 1.3 0.1 -0.5 0.3329
H -2.31077 1.45611 -0.71456 1.3 -1.3 -1.5 0.3433
H -0.85656 0.72799 -1.96428 -1.6 1.0 0.8 0.3250
H -2.00760 -0.34988 -1.23853 -0.1 1.0 0.7 0.2697
H 0.05094 -1.03707 -1.21390 0.4 1.0 2.9 0.2776
H 1.73878 1.02968 -0.69059 -0.1 0.2 0.0 0.2594
H 2.29970 -0.20889 0.27743 0.3 0.7 -0.7 0.2681
```
Forces are in eV/Å.

---

[6]
Computed, not measured: a structure of composition C4H9N3 in a non-equilibrium geometry, with wB97M-V/def2-TZVPD.

Summary:
- Net charge: 0
- Kohn-Sham gap: 8.29 eV
- Highest occupied orbital energy: -7.16 eV
- Energy relative to the best compared isomer or geometry (same formula, charge and spin): 114.2 kcal/mol
- Electronic energy: -321.9083 a.u.

Geometry as XYZ:
```
16
Properties=species:S:1:pos:R:3:forces:R:3:mulliken_charge:R:1
C 1.36190 -0.60220 1.06126 0.9 0.9 -0.1 -0.3598
C 0.91562 0.52943 0.43603 0.0 -2.1 -0.4 0.1465
C -1.78583 -0.53612 -0.73959 0.5 2.9 -2.0 -0.8269
C -1.54825 0.25626 0.48077 2.3 2.2 1.5 -0.4178
N 2.42340 -0.68011 0.07270 1.3 1.4 -0.1 -0.3862
N 1.68071 0.29823 -0.72552 -0.3 0.0 0.2 -0.2429
N -0.10780 1.39146 0.48719 -3.2 -0.5 -0.3 -0.5193
H 1.40320 -1.03465 2.05732 -0.2 0.1 -0.4 0.3566
H -2.16271 0.24044 -1.46471 0.1 -1.1 0.1 0.2152
H -0.84215 -0.88679 -1.16209 -0.1 -0.5 0.2 0.2616
H -2.53848 -1.27941 -0.63095 -0.4 -0.8 0.3 0.3432
H -2.28742 0.97446 0.79872 -0.5 -0.1 -0.2 0.3767
H -1.27278 -0.37414 1.32173 0.3 0.3 0.1 0.3196
H 2.66191 -1.46736 -0.48146 -0.4 -1.2 -0.3 0.2248
H 2.08465 1.12565 -1.18215 0.8 -0.7 0.6 0.2402
H 0.01403 2.04487 -0.32923 -1.0 -1.0 0.9 0.2686
```
Forces are in eV/Å.

---

[7]
Computed, not measured: the ion C4H9N3 with charge +2 in a non-equilibrium geometry, with wB97M-V/def2-TZVPD.

Summary:
- Net charge: +2
- Kohn-Sham gap: 10.72 eV
- Highest occupied orbital energy: -20.62 eV
- Energy relative to the best compared isomer or geometry (same formula, charge and spin): 147.9 kcal/mol
- Electronic energy: -321.1648 a.u.

Geometry as XYZ:
```
16
Properties=species:S:1:pos:R:3:forces:R:3:mulliken_charge:R:1
C -1.30261 -1.01502 -0.18259 -1.5 5.2 -2.2 0.0802
C -0.06446 1.27723 0.18442 -0.4 -0.9 -0.1 -0.3741
C -2.60739 -0.40320 0.07857 0.5 0.3 -0.6 -0.2429
C 1.96947 -0.16804 -0.69376 -7.3 -0.6 1.4 -0.1908
N 1.22060 -0.84812 0.42772 2.6 -0.6 -0.4 -0.4573
N -1.18385 0.30536 -0.17903 1.4 -4.1 2.3 -0.0107
N 1.37662 0.60046 0.49210 -0.7 -0.7 -1.9 0.0904
H -0.09926 1.82534 -0.77090 1.1 0.7 0.9 0.3684
H -0.33154 1.76000 1.12838 -0.1 0.4 -0.5 0.3780
H -0.78363 -1.80833 -0.61536 0.9 -1.6 0.2 0.4359
H -2.91606 -0.59660 1.08468 -0.6 0.5 0.6 0.2804
H -3.31634 -0.07465 -0.71516 0.6 -0.5 0.7 0.2874
H 1.82958 -1.47052 1.01337 -0.3 1.4 0.2 0.3160
H 1.16153 -0.21742 -1.47492 1.9 0.8 0.0 0.2533
H 2.95845 -0.21024 -0.91020 3.0 0.0 -0.1 0.4019
H 2.08888 1.04373 1.13268 -1.2 -0.3 -0.4 0.3840
```
Forces are in eV/Å.